[1]
The following is a quantum chemistry calculation of a molecular structure, C45H64N2P2RuS2Si, from OMol25.

Its net charge is -1. For the frontier orbital gap (alpha / beta), the calculation gives 3.54 / 5.21 eV. The energy above the lowest of the compared OMol25 structures with the same formula, charge and spin comes out at 97.8 kcal/mol. Its expectation value of S² is 8.781. As for the multiplicity: 6. The calculation puts the highest occupied orbital energy (alpha / beta) at -1.2 / -5.3 eV.

Atoms and positions in Å:
Ru1 -0.486 -0.022 0.450
C1 1.108 3.128 2.072
Si1 0.598 2.016 0.596
C2 2.383 1.764 -0.084
C3 3.207 2.759 -0.657
C4 4.430 2.393 -1.160
C5 4.876 1.024 -1.035
C6 4.001 0.061 -0.601
C7 2.792 0.444 0.016
P1 1.626 -0.665 0.929
C8 2.048 -2.402 0.281
C9 1.861 -2.441 -1.279
C10 2.126 -3.872 -1.773
C11 3.017 -4.806 -0.954
C12 4.043 -4.016 -0.081
C13 3.348 -2.988 0.860
C14 2.254 -0.705 2.826
C15 1.121 -0.443 3.842
C16 1.553 -0.683 5.324
C17 3.006 -0.181 5.585
C18 3.577 0.821 4.533
C19 3.443 0.263 3.089
C20 -0.442 3.086 -0.566
C21 -0.531 4.462 -0.318
C22 -1.387 5.265 -1.065
C23 -2.078 4.676 -2.131
C24 -1.967 3.330 -2.432
C25 -1.235 2.520 -1.534
P2 -1.357 0.689 -1.533
C26 -3.139 0.118 -1.695
C27 -4.203 1.165 -2.036
C28 -5.653 0.564 -2.000
C29 -5.681 -0.832 -1.439
C30 -4.717 -1.731 -2.313
C31 -3.310 -1.136 -2.566
C32 -0.482 0.209 -3.202
C33 0.943 0.804 -3.378
C34 1.682 0.249 -4.614
C35 0.774 0.374 -5.862
C36 -0.555 1.078 -5.624
C37 -1.329 0.336 -4.468
H1 2.129 3.488 1.869
H2 1.023 2.638 3.081
H3 0.408 3.969 2.177
H4 2.887 3.819 -0.805
H5 5.066 3.140 -1.662
H6 5.840 0.766 -1.412
H7 4.342 -0.928 -0.654
H8 1.214 -2.998 0.709
H9 2.586 -1.744 -1.753
H10 0.827 -2.077 -1.528
H11 2.599 -3.743 -2.751
H12 1.226 -4.412 -2.030
H13 3.527 -5.438 -1.710
H14 2.449 -5.505 -0.280
H15 4.830 -3.465 -0.670
H16 4.582 -4.744 0.571
H17 4.051 -2.206 1.079
H18 3.111 -3.463 1.829
H19 2.527 -1.738 2.991
H20 0.141 -1.060 3.599
H21 0.775 0.608 3.756
H22 1.538 -1.697 5.614
H23 0.879 -0.105 6.034
H24 3.628 -1.071 5.649
H25 3.078 0.281 6.614
H26 4.611 1.093 4.791
H27 2.994 1.708 4.671
H28 4.426 -0.113 2.863
H29 3.279 1.085 2.383
H30 0.142 4.878 0.374
H31 -1.457 6.305 -0.915
H32 -2.637 5.353 -2.812
H33 -2.378 2.957 -3.340
H34 -3.251 -0.286 -0.689
H35 -4.022 1.587 -3.076
H36 -4.060 2.006 -1.409
H37 -6.086 0.567 -3.064
H38 -6.332 1.217 -1.454
H39 -6.712 -1.255 -1.455
H40 -5.381 -0.861 -0.392
H41 -5.173 -1.952 -3.283
H42 -4.685 -2.725 -1.745
H43 -3.318 -0.861 -3.680
H44 -2.454 -1.821 -2.493
H45 -0.237 -0.897 -3.096
H46 1.454 0.569 -2.412
H47 0.968 1.926 -3.505
H48 2.055 -0.776 -4.369
H49 2.613 0.861 -4.784
H50 0.579 -0.620 -6.305
H51 1.295 0.800 -6.718
H52 -1.088 0.965 -6.560
H53 -0.361 2.197 -5.468
H54 -1.554 -0.682 -4.879
H55 -2.254 0.899 -4.339
S1 -3.928 -2.853 1.406
C38 -2.259 -2.758 1.665
S2 -1.265 -2.326 0.277
C39 -1.567 -3.027 2.933
C40 -0.280 -3.581 2.922
N1 0.792 -4.014 2.924
C41 -2.192 -3.061 4.175
N2 -2.431 -2.914 5.315
C42 -3.622 0.144 3.545
C43 -2.184 0.617 3.096
C44 -1.944 1.936 3.857
C45 -2.154 0.647 1.542
H56 -3.387 -0.450 4.443
H57 -4.246 -0.478 2.866
H58 -4.203 1.036 3.913
H59 -1.535 -0.169 3.445
H60 -2.727 2.664 3.566
H61 -0.948 2.297 3.710
H62 -2.084 1.718 4.946
H63 -2.518 1.589 1.120
H64 -2.825 -0.136 1.177


[2]
The following is a quantum chemistry calculation of a molecular structure, C45H65N3P2Pt, from OMol25.

For the frontier orbital gap, the calculation gives 7.60 eV. The calculation puts the highest occupied orbital energy at -7.0 eV.

Atoms and positions in Å:
Pt1 -0.193 -0.925 0.287
C1 -2.612 -3.468 0.601
C2 -2.792 -3.014 -0.850
C3 -4.282 -2.955 -1.183
P1 -1.905 -1.412 -1.169
C4 -1.569 -1.295 -2.973
C5 -1.383 0.174 -3.356
C6 -2.533 -2.001 -3.923
C7 -3.098 -0.179 -0.614
C8 -4.166 0.333 -1.339
C9 -5.084 1.181 -0.742
C10 -4.911 1.515 0.597
C11 -3.850 1.016 1.332
C12 -2.918 0.148 0.747
N1 -1.805 -0.367 1.410
C13 -1.802 -0.577 2.779
C14 -2.967 -0.735 3.552
C15 -2.891 -0.906 4.921
C16 -1.666 -0.921 5.577
C17 -0.511 -0.819 4.820
C18 -0.562 -0.688 3.437
P2 0.898 -0.649 2.363
C19 2.076 -1.900 3.056
C20 2.989 -1.421 4.188
C21 1.333 -3.172 3.486
C22 1.668 0.982 2.709
C23 2.918 1.157 1.854
C24 0.658 2.101 2.456
H1 -2.974 -4.493 0.712
H2 -1.572 -3.425 0.929
H3 -3.191 -2.832 1.274
H4 -2.316 -3.741 -1.514
H5 -4.799 -2.260 -0.522
H6 -4.482 -2.655 -2.209
H7 -4.716 -3.947 -1.034
H8 -0.593 -1.793 -3.042
H9 -2.344 0.685 -3.415
H10 -0.768 0.707 -2.632
H11 -0.899 0.242 -4.332
H12 -3.521 -1.537 -3.921
H13 -2.140 -1.925 -4.939
H14 -2.649 -3.060 -3.694
H15 -4.285 0.067 -2.381
H16 -5.907 1.590 -1.312
H17 -5.604 2.197 1.074
H18 -3.716 1.332 2.357
H19 -3.934 -0.736 3.070
H20 -3.807 -1.035 5.485
H21 -1.612 -1.037 6.651
H22 0.448 -0.853 5.318
H23 2.708 -2.142 2.201
H24 2.428 -1.129 5.075
H25 3.642 -2.248 4.478
H26 3.623 -0.586 3.900
H27 0.947 -3.066 4.499
H28 0.485 -3.408 2.843
H29 2.017 -4.023 3.471
H30 1.935 0.975 3.771
H31 2.643 1.145 0.802
H32 3.380 2.118 2.075
H33 3.664 0.378 2.021
H34 0.302 2.059 1.426
H35 -0.199 2.031 3.128
H36 1.138 3.070 2.607
C25 -2.050 4.053 0.543
C26 -1.280 3.384 -0.594
C27 -2.085 3.439 -1.896
C28 0.081 4.015 -0.803
C29 0.189 5.396 -0.875
C30 1.405 6.009 -1.125
C31 2.530 5.225 -1.290
C32 2.475 3.834 -1.224
C33 3.795 3.087 -1.366
C34 4.864 3.637 -0.412
C35 4.327 3.145 -2.801
C36 1.222 3.220 -1.001
N2 1.074 1.814 -0.900
C37 1.535 1.123 -1.869
C38 1.693 -0.302 -1.986
C39 2.453 -0.807 -3.034
C40 2.544 -2.180 -2.840
C41 1.820 -2.480 -1.688
N3 1.302 -1.334 -1.140
C42 1.613 -3.895 -1.181
C43 1.967 -3.988 0.294
C44 2.492 -4.879 -1.955
C45 0.151 -4.303 -1.363
H37 -2.955 3.490 0.763
H38 -2.352 5.069 0.279
H39 -1.449 4.106 1.453
H40 -1.126 2.331 -0.340
H41 -2.222 4.476 -2.214
H42 -3.071 2.988 -1.762
H43 -1.569 2.911 -2.700
H44 -0.697 6.004 -0.741
H45 1.475 7.087 -1.183
H46 3.485 5.704 -1.468
H47 3.640 2.040 -1.111
H48 5.278 4.578 -0.782
H49 5.691 2.930 -0.323
H50 4.460 3.822 0.582
H51 4.474 4.182 -3.110
H52 3.642 2.684 -3.514
H53 5.288 2.632 -2.874
H54 1.909 1.635 -2.763
H55 2.900 -0.215 -3.818
H56 3.069 -2.885 -3.460
H57 3.005 -3.691 0.459
H58 1.834 -5.008 0.663
H59 1.318 -3.326 0.860
H60 3.549 -4.624 -1.870
H61 2.228 -4.909 -3.013
H62 2.350 -5.882 -1.547
H63 -0.479 -3.637 -0.779
H64 -0.017 -5.324 -1.009
H65 -0.144 -4.246 -2.413